No. 1
{"formula": "C4H12", "method": "ωB97M-V with the def2-TZVPD basis set", "e_above_lowest_ev": 0.290, "mol_weight_g_mol": 60.1, "total_energy_ha": -159.57431, "max_force_ev_per_a": 1.6, "e_lumo_ev": 1.113, "smiles": "CC.CC", "e_homo_ev": -11.642, "total_charge": 0, "species": ["C", "C", "H", "H", "H", "H", "H", "H", "C", "C", "H", "H", "H", "H", "H", "H"], "xyz": [[0.80759, 1.59898, 0.45765], [0.69362, 2.47402, -0.81171], [0.59187, 2.29634, 1.27606], [0.02127, 0.85571, 0.55055], [1.82997, 1.25339, 0.57382], [-0.31870, 2.87083, -0.90879], [1.25093, 3.38649, -0.58844], [1.05713, 1.96599, -1.69870], [-0.07037, -2.22972, 0.43442], [-1.44598, -1.94164, -0.17059], [0.50481, -1.30834, 0.48865], [-0.07601, -2.75057, 1.38976], [0.55368, -2.90281, -0.16699], [-1.94541, -2.86134, -0.45824], [-1.43543, -1.23919, -0.99881], [-2.01897, -1.46813, 0.63137]], "mulliken_charge": [-0.63, -0.93, 0.30, 0.06, 0.30, 0.28, 0.31, 0.30, -0.66, -0.83, 0.09, 0.28, 0.29, 0.34, 0.27, 0.24]}



No. 2
{"formula": "C4H12", "method": "ωB97M-V with the def2-TZVPD basis set", "e_above_lowest_ev": 1.091, "mol_weight_g_mol": 60.1, "total_energy_ha": -159.54487, "max_force_ev_per_a": 4.3, "e_lumo_ev": 1.125, "smiles": "CC.CC", "e_homo_ev": -11.354, "total_charge": 0, "species": ["C", "C", "H", "H", "H", "H", "H", "H", "C", "C", "H", "H", "H", "H", "H", "H"], "xyz": [[-0.67984, 1.63553, -0.16290], [-1.34028, 2.47697, -1.24144], [-0.13963, 2.35018, 0.51929], [-1.52562, 1.15461, 0.41382], [-0.15297, 0.83768, -0.56324], [-2.14212, 3.03590, -0.69938], [-0.57480, 2.98341, -1.75370], [-1.91439, 1.84484, -1.94301], [0.42336, -1.76601, 0.38854], [1.75610, -2.23513, 0.98929], [0.26191, -0.76089, 0.62091], [0.49004, -2.03187, -0.71425], [-0.41828, -2.30201, 0.71927], [2.02913, -3.07876, 0.47698], [1.56634, -2.75894, 1.99564], [2.36105, -1.38550, 0.95419]], "mulliken_charge": [-0.64, -0.97, 0.26, 0.26, 0.21, 0.26, 0.33, 0.30, -0.51, -0.95, -0.04, 0.26, 0.36, 0.30, 0.22, 0.35]}



No. 3
{"formula": "C4H12", "method": "ωB97M-V with the def2-TZVPD basis set", "e_above_lowest_ev": 0.717, "mol_weight_g_mol": 60.1, "total_energy_ha": -159.55864, "max_force_ev_per_a": 2.2, "e_lumo_ev": 1.146, "smiles": "CC.CC", "e_homo_ev": -11.185, "total_charge": 0, "species": ["C", "C", "H", "H", "H", "H", "H", "H", "C", "C", "H", "H", "H", "H", "H", "H"], "xyz": [[-0.31659, -2.83534, 0.30981], [-0.91769, -1.58939, -0.41004], [0.15103, -2.62029, 1.25572], [-1.20038, -3.42264, 0.57743], [0.39389, -3.19334, -0.44718], [-1.45780, -0.92974, 0.28055], [-1.68748, -1.97094, -1.08809], [-0.09760, -0.98108, -0.86251], [0.17088, 2.69768, 0.40535], [1.10406, 1.71611, -0.25465], [-0.84869, 2.33313, 0.17895], [0.30266, 2.82563, 1.44308], [0.19516, 3.70144, -0.06234], [0.56914, 1.28709, -1.11126], [1.53677, 0.98382, 0.45783], [2.10265, 1.99787, -0.67264]], "mulliken_charge": [-0.83, -0.65, 0.28, 0.27, 0.26, 0.26, 0.32, 0.10, -0.84, -0.75, 0.23, 0.31, 0.27, 0.18, 0.22, 0.37]}



No. 4
{"formula": "C4H12", "method": "ωB97M-V with the def2-TZVPD basis set", "e_above_lowest_ev": 0.872, "mol_weight_g_mol": 60.1, "total_energy_ha": -159.55291, "max_force_ev_per_a": 2.7, "e_lumo_ev": 1.132, "smiles": "CC.CC", "e_homo_ev": -11.307, "total_charge": 0, "species": ["C", "C", "H", "H", "H", "H", "H", "H", "C", "C", "H", "H", "H", "H", "H", "H"], "xyz": [[0.30915, 1.57397, -2.45453], [0.17830, 0.22485, -1.74008], [0.42418, 2.46765, -1.84554], [1.19392, 1.56695, -3.10747], [-0.54838, 1.68532, -3.10657], [0.20087, 0.49145, -0.66333], [1.17538, -0.24972, -1.73536], [-0.59642, -0.46366, -2.10953], [0.21070, -0.37999, 2.24960], [-0.77319, -1.52629, 1.92126], [-0.31458, 0.58698, 2.40404], [0.63306, -0.56347, 3.23070], [0.79427, 0.01920, 1.44556], [-0.56005, -2.34198, 2.62307], [-1.79808, -1.22135, 1.97035], [-0.52912, -1.86988, 0.91784]], "mulliken_charge": [-0.88, -0.55, 0.32, 0.25, 0.24, -0.01, 0.27, 0.35, -0.82, -0.73, 0.28, 0.29, 0.24, 0.30, 0.25, 0.21]}



No. 5
{"formula": "C4H12", "method": "ωB97M-V with the def2-TZVPD basis set", "e_above_lowest_ev": 0.546, "mol_weight_g_mol": 60.1, "total_energy_ha": -159.56492, "max_force_ev_per_a": 1.5, "e_lumo_ev": 1.151, "smiles": "CC.CC", "e_homo_ev": -11.314, "total_charge": 0, "species": ["C", "C", "H", "H", "H", "H", "H", "H", "C", "C", "H", "H", "H", "H", "H", "H"], "xyz": [[-1.66592, -1.13816, -1.93476], [-0.13865, -1.05952, -1.90107], [-2.04378, -2.13300, -1.73182], [-1.96256, -0.37961, -1.20335], [-2.08671, -0.72156, -2.85092], [0.21252, -0.13474, -2.35049], [0.45342, -1.84933, -2.39384], [0.19716, -1.29786, -0.88627], [1.35882, 1.69969, 1.94156], [0.41524, 0.49072, 1.77054], [2.41200, 1.40093, 1.95693], [1.35781, 2.45831, 1.16288], [1.10482, 2.08547, 2.92347], [0.27923, 0.12416, 2.79713], [0.71559, -0.34215, 1.14676], [-0.60899, 0.79664, 1.55323]], "mulliken_charge": [-0.79, -0.65, 0.29, 0.21, 0.28, 0.28, 0.32, 0.06, -0.84, -0.67, 0.26, 0.29, 0.26, 0.30, 0.13, 0.26]}



No. 6
{"formula": "C4H12", "method": "ωB97M-V with the def2-TZVPD basis set", "e_above_lowest_ev": 1.257, "mol_weight_g_mol": 60.1, "total_energy_ha": -159.53879, "max_force_ev_per_a": 5.5, "e_lumo_ev": 1.108, "smiles": "CC.CC", "e_homo_ev": -11.444, "total_charge": 0, "species": ["C", "C", "H", "H", "H", "H", "H", "H", "C", "C", "H", "H", "H", "H", "H", "H"], "xyz": [[1.63479, -1.15955, 0.99710], [1.27812, -1.34393, 2.45873], [1.40490, -0.24323, 0.72885], [2.65926, -1.24315, 0.59742], [1.05792, -1.82431, 0.36603], [0.75292, -0.48316, 2.87482], [2.09521, -1.42131, 3.12307], [0.55864, -2.15146, 2.50871], [-0.71231, 1.23110, -1.74683], [-2.21219, 1.27138, -1.66753], [-0.21644, 2.09482, -2.21740], [-0.12895, 1.25842, -0.84486], [-0.31310, 0.37982, -2.43962], [-2.59959, 2.18466, -1.59102], [-2.56725, 0.62097, -0.73732], [-2.63397, 0.83394, -2.61748]], "mulliken_charge": [-0.80, -0.88, 0.19, 0.36, 0.28, 0.29, 0.30, 0.25, -0.73, -0.77, 0.32, 0.18, 0.23, 0.32, 0.21, 0.23]}



No. 7
{"formula": "C4H12", "method": "ωB97M-V with the def2-TZVPD basis set", "e_above_lowest_ev": 0.991, "mol_weight_g_mol": 60.1, "total_energy_ha": -159.54857, "max_force_ev_per_a": 3.0, "e_lumo_ev": 1.133, "smiles": "CC.CC", "e_homo_ev": -11.198, "total_charge": 0, "species": ["C", "C", "H", "H", "H", "H", "H", "H", "C", "C", "H", "H", "H", "H", "H", "H"], "xyz": [[0.74429, 1.91330, -0.65998], [-0.62188, 2.05181, -1.29390], [0.95132, 1.11274, 0.04616], [1.48581, 1.58788, -1.35856], [1.33354, 2.81202, -0.22336], [-0.56302, 2.92577, -1.98482], [-0.92693, 1.08131, -1.63170], [-1.39952, 2.35202, -0.50706], [-0.50375, -1.37093, 0.75776], [0.23449, -2.60464, 1.13242], [-1.14693, -1.25054, -0.13400], [-1.03693, -1.10081, 1.62078], [0.21536, -0.56423, 0.63274], [-0.09437, -3.47862, 0.55665], [0.00599, -2.93023, 2.12955], [1.32254, -2.53685, 0.91733]], "mulliken_charge": [-0.93, -0.67, 0.22, 0.31, 0.28, 0.29, 0.24, 0.21, -0.32, -0.90, 0.32, 0.31, -0.20, 0.26, 0.28, 0.28]}



No. 8
{"formula": "C4H12", "method": "ωB97M-V with the def2-TZVPD basis set", "e_above_lowest_ev": 1.372, "mol_weight_g_mol": 60.1, "total_energy_ha": -159.53456, "max_force_ev_per_a": 3.2, "e_lumo_ev": 1.166, "smiles": "CC.CC", "e_homo_ev": -11.423, "total_charge": 0, "species": ["C", "C", "H", "H", "H", "H", "H", "H", "C", "C", "H", "H", "H", "H", "H", "H"], "xyz": [[-2.50745, 0.33543, 0.25302], [-2.08452, -1.07280, -0.34437], [-3.01623, 0.32140, 1.15016], [-1.62083, 0.92627, 0.37795], [-3.14388, 1.02499, -0.21856], [-0.94813, -1.27163, -0.10595], [-2.20042, -1.06832, -1.42658], [-2.71401, -1.87193, 0.26147], [2.80786, 0.35365, 0.54939], [1.64356, 0.27312, -0.47173], [3.20816, -0.60199, 1.02427], [3.64692, 0.85834, -0.07056], [2.65773, 1.07296, 1.26597], [1.06275, -0.59614, -0.27478], [2.15643, 0.16104, -1.36319], [1.05208, 1.15561, -0.60650]], "mulliken_charge": [-0.99, -0.55, 0.35, 0.22, 0.38, 0.07, 0.24, 0.26, -0.85, -0.63, 0.27, 0.22, 0.31, 0.02, 0.34, 0.33]}